(1)
Here is a molecular structure, C4H11AlN2O4 in a non-equilibrium geometry from the Open Molecules 2025 dataset. Energies are from ωB97M-V/def2-TZVPD.

## Properties
**Gap between HOMO and LUMO**: 0.15641 Eh
**Total charge**: +2
**E_HOMO**: -18.42 eV
**Largest force on an atom**: 8.77 eV/Å
**Energy relative to the best compared isomer or geometry (same formula, charge and spin)**: 0.0 kcal per mole
**Spin multiplicity**: 1

XYZ file:
```
22
Properties=species:S:1:pos:R:3:nbo_charge:R:1
Al 2.021 -0.032 -1.022 1.810
N -0.026 -1.910 -2.503 0.703
O 0.640 -2.807 -2.935 -0.235
O -1.124 -1.666 -2.994 -0.179
O 0.306 -1.207 -1.579 -0.543
C -0.767 -1.383 1.670 -0.658
C 0.095 -0.501 0.824 -0.152
C -0.528 0.758 0.348 -0.105
O 0.116 1.406 -0.772 -0.554
C -0.056 2.786 -0.891 -0.266
N 1.467 -0.347 1.389 -0.849
H -0.700 -1.073 2.712 0.246
H -0.591 -2.458 1.638 0.270
H -1.834 -1.229 1.515 0.271
H 0.185 -1.004 -0.139 0.234
H -0.604 1.329 1.273 0.223
H -1.491 0.414 -0.030 0.248
H 0.519 3.108 -1.759 0.225
H 0.480 3.241 -0.058 0.197
H -1.092 3.124 -0.917 0.252
H 1.382 0.410 2.052 0.411
H 1.602 -0.960 2.180 0.450
```

(2)
Here is a molecular structure, C4H11B2I2NNiO4P in a non-equilibrium geometry from the Open Molecules 2025 dataset. Energies are from ωB97M-V/def2-TZVPD.

## Properties
**⟨S²⟩**: 2.007
**Gap between HOMO and LUMO (alpha / beta)**: 0.22620 / 0.17274 Eh
**Total charge**: +1
**E_HOMO (alpha / beta)**: -11.63 / -11.40 eV
**Largest force on an atom**: 4.96 eV/Å
**Energy relative to the best compared isomer or geometry (same formula, charge and spin)**: 124.7 kcal per mole
**Spin multiplicity**: 3

XYZ file:
```
26
Properties=species:S:1:pos:R:3:nbo_charge:R:1
C -3.424 -0.970 -0.716 -0.617
C -2.391 -1.434 0.475 -0.772
B -0.896 -1.627 -0.221 0.898
O -0.588 -2.596 -1.309 -0.887
B 0.367 -0.694 0.313 0.246
O 0.329 -0.200 1.717 -0.558
C 1.234 0.959 1.669 0.177
N 2.518 0.606 2.387 -0.835
C 1.267 1.493 0.119 -0.222
I 0.320 3.459 -0.174 0.153
P 2.789 1.154 -0.986 1.032
O 3.730 2.610 -1.280 -0.966
I 1.799 0.619 -3.227 -0.140
O 0.229 0.584 -0.469 -0.736
H -4.524 -1.042 -0.281 0.302
H -3.220 0.130 -1.125 0.045
H -3.278 -1.755 -1.601 0.243
H -2.324 -0.688 1.375 0.274
H -2.775 -2.472 0.903 0.285
H 0.403 -2.658 -1.451 0.516
H 1.412 -1.226 0.236 0.110
H 0.679 1.825 2.268 0.209
H 2.609 1.288 3.198 0.386
H 2.306 -0.323 2.861 0.394
H 3.928 2.669 -2.281 0.517
Ni -2.501 0.288 -2.399 0.944
```